Below is a gas-phase ion, C28H57BN3O (charge +1) in a non-equilibrium geometry, with properties calculated with ωB97M-V with the def2-TZVPD basis set.

Geometry as XYZ:
```
90
Properties=species:S:1:pos:R:3
O 1.5163 -4.9154 4.9312
N 0.6925 -2.8949 0.9614
N 1.8189 -3.3010 2.9118
N 1.5772 -1.8599 1.0882
C -3.7158 2.0406 -3.9667
C 0.3824 4.1410 -1.2250
C -4.0657 0.7370 -3.0479
C 3.7347 -3.5352 4.9158
C 4.6826 0.8169 0.1743
C 3.4273 -1.0544 2.7809
C -1.8830 4.6936 0.1217
C 3.3891 2.2634 -1.6303
C 4.7368 2.1554 -0.7401
C 0.7290 2.5964 -1.5184
C 2.0730 2.1749 -0.7097
C -0.1797 -5.5393 -0.5159
C 0.7498 -3.8446 2.0253
C 2.2961 -2.0646 2.3103
C -3.0166 1.7584 0.7432
C -2.1350 2.1281 -4.3251
C -0.9311 -4.5285 -1.5567
C -1.6842 1.1261 -5.5018
C -3.4480 4.3173 -0.0321
C 3.1344 0.4903 2.3663
C -4.4130 1.1575 -1.5030
C -0.1196 -5.1703 2.1722
C -1.2050 4.4143 -1.3362
C -1.1854 -5.1040 3.4116
C -3.0192 1.0523 -0.7001
C 4.4936 1.1397 1.7434
C -1.0126 -5.5089 0.8600
C -3.9244 3.0737 0.8646
B 2.2963 -3.9127 4.2108
H 0.9394 4.7836 -1.9954
H -4.0328 5.2834 0.2023
H 5.3722 0.6845 2.3304
H -5.0058 2.8436 0.5858
H 3.6121 -1.0439 3.9128
H 3.3986 1.3418 -2.3288
H -3.3410 1.0057 1.5539
H 0.6214 -6.0366 2.3522
H -4.8659 0.0724 -3.5135
H -0.8134 -5.7255 4.3111
H 3.4479 3.2495 -2.2177
H -1.7094 3.5313 -1.8679
H 4.8398 3.1189 -0.1349
H 0.8868 -4.4203 5.5052
H -0.3033 -3.5740 -1.6196
H 2.2158 2.8406 0.2150
H -1.0280 -5.0370 -2.5779
H 3.8206 0.1097 -0.1357
H 0.6962 4.3606 -0.1500
H -2.1466 -5.6365 3.0586
H 1.9158 1.0731 -0.4076
H -1.1702 0.2229 -4.9925
H 4.5297 2.2727 1.9234
H 0.8935 2.3812 -2.6404
H -0.1154 1.9586 -1.0823
H -2.5415 0.7304 -6.1443
H 4.6046 -3.6050 4.1808
H -5.1832 0.3963 -1.1401
H -3.6971 4.0619 -1.1272
H -1.4661 -6.5549 1.0503
H 5.6680 2.0878 -1.4120
H 1.6380 -1.1207 0.3758
H -0.3422 -6.5904 -0.9669
H -4.3501 2.0430 -4.9309
H -2.7878 -0.0661 -0.5621
H -3.9704 3.0089 -3.4151
H 0.9294 -5.2972 -0.3899
H 2.2362 0.6036 1.6734
H -1.3239 5.3989 -1.9306
H -1.4638 1.9626 -3.4073
H -2.2108 1.4661 -1.4069
H -1.3538 4.0875 0.9456
H -3.8751 3.4105 1.9661
H -1.9955 -4.2695 -1.2193
H -1.3859 -4.0178 3.6950
H -3.0699 0.1471 -2.9991
H 3.6634 -2.5013 5.4321
H -1.8858 -4.7706 0.8755
H -1.8965 3.1956 -4.6971
H 3.9464 -4.2775 5.7733
H 5.6565 0.2388 -0.0518
H -0.8912 1.6668 -6.1455
H 2.9086 1.1323 3.2981
H -1.7323 5.8062 0.3878
H -1.9100 1.9998 0.9891
H -4.8228 2.2274 -1.5771
H 4.4550 -1.3039 2.3104
```

Results
* energy above the lowest of the compared OMol25 structures with the same formula, charge and spin: 717.2 kJ/mol
* SMILES string: CCCCCCCCCCCCCCCCCCCCc1[nH]nc([C@@H](C)CCC)[n+]1B(C)O
* orbital gap: 8.02 eV
* M: 462.6 Da
* charge: +1

Below is a molecular structure, C16H23CrN3O8 in a non-equilibrium geometry, with properties calculated with ωB97M-V with the def2-TZVPD basis set.

Geometry as XYZ:
```
51
Properties=species:S:1:pos:R:3
Cr -0.0801 -0.4810 -0.2138
O 0.7374 -1.6871 -1.5876
O 1.5344 -1.2235 1.3443
O 0.1929 -3.0299 -3.3285
O -0.6808 1.8426 -1.2165
O 1.7319 0.7489 -0.5328
O 0.3889 2.2159 1.2501
O -3.7276 0.6112 1.1283
O -1.5212 0.1351 1.0954
N 3.5337 2.0884 -0.5783
N -2.4992 3.1350 -0.7853
N -1.6791 -1.1835 -1.0391
C -0.0744 -2.2845 -2.4093
C -2.8659 -0.8050 -0.5835
C -3.8995 -1.9906 -2.3624
C 4.2989 3.2107 -0.0582
C -0.7782 2.9213 0.9164
C 4.2691 1.1548 -1.4238
C -4.0170 -1.1890 -1.2307
C -3.1765 2.7538 -2.0179
C -2.6469 -2.3863 -2.8126
C -2.7392 0.0639 0.6687
C 1.6003 2.7340 0.7928
C 1.2358 -1.6387 2.6850
C -3.3141 3.8292 0.2118
C 2.2917 1.7603 -0.1535
C -1.5399 -1.9575 -2.1123
C -1.3041 2.5901 -0.4764
H -4.0610 4.4216 -0.3121
H 2.2437 2.8896 1.6598
H 2.1338 -1.6487 3.3018
H 0.5324 -0.9150 3.0850
H -4.0928 2.2098 -1.7799
H -4.7884 -2.3112 -2.8926
H 1.4778 3.6970 0.2882
H 4.7324 1.7021 -2.2461
H 3.5896 0.4088 -1.8185
H -2.7150 4.5135 0.8108
H 4.8509 3.6756 -0.8750
H -0.6015 3.9975 0.9867
H 2.0243 -1.9074 0.8773
H 5.0550 0.6538 -0.8516
H -3.8232 3.1188 0.8690
H -2.5223 2.1213 -2.6069
H 0.7723 -2.6251 2.7077
H -3.4332 3.6430 -2.5961
H -4.9756 -0.8669 -0.8449
H -1.5352 2.6428 1.6471
H 5.0206 2.8836 0.6969
H 3.6573 3.9689 0.3807
H -2.5105 -3.0199 -3.6798
```

Results
* energy above the lowest of the compared OMol25 structures with the same formula, charge and spin: 28.0 kJ/mol
* 2S+1: 5
* orbital gap (spin up / spin down): 7.84 / 9.52 eV
* expectation value of S²: 6.01
* M: 437.4 Da